ORCA calculation (ωB97M-V with the def2-TZVPD basis set) on a 3-piece molecular cluster, C31H67N7O5P2Si overall at a distorted geometry.

```
113
C31H67N7O5P2Si, DFT ωB97M-V with the def2-TZVPD basis set
C 1.812 -4.087 6.770
Si 0.979 -4.002 5.037
C -0.807 -3.290 5.350
C 0.839 -5.764 4.254
C -0.756 -6.110 4.179
C -1.049 -7.603 3.624
C -1.366 -7.529 2.047
C -2.919 -7.157 1.723
C -3.161 -5.582 1.525
C -3.830 -4.835 2.775
C -4.608 -3.480 2.295
C -4.465 -2.353 3.455
O -4.020 -1.142 2.729
C -4.698 -0.013 3.261
O -4.322 1.153 3.436
O -6.028 -0.501 3.565
C -5.844 -1.834 4.099
N -5.883 -1.611 5.591
C 1.823 -2.715 3.870
C 1.328 -2.693 2.395
C 1.921 -1.658 1.405
C 2.997 -0.679 1.964
C 3.516 -0.697 3.418
C 2.925 -1.729 4.410
H 1.366 -3.240 7.402
H 2.961 -4.048 6.708
H 1.540 -5.075 7.285
H -1.327 -3.231 4.320
H -0.661 -2.220 5.719
H -1.393 -3.961 6.065
H 1.308 -6.582 4.917
H 1.343 -5.815 3.228
H -1.175 -5.392 3.387
H -1.272 -6.031 5.193
H -2.039 -7.931 4.131
H -0.263 -8.375 3.917
H -1.119 -8.575 1.621
H -0.646 -6.758 1.601
H -3.638 -7.668 2.449
H -3.121 -7.646 0.693
H -3.816 -5.385 0.608
H -2.124 -5.112 1.348
H -4.565 -5.492 3.375
H -3.065 -4.462 3.559
H -4.020 -3.078 1.405
H -5.690 -3.757 2.071
H -3.606 -2.487 4.212
H -6.605 -2.653 3.871
H -6.281 -0.660 5.685
H -6.586 -2.270 5.977
H 0.527 -3.442 2.068
H 1.541 -1.634 0.329
H 3.434 0.098 1.241
H 4.291 0.042 3.818
H 3.227 -1.830 5.508
C -1.597 2.563 1.756
N -0.152 2.525 1.853
C 0.251 1.367 2.654
P 0.908 2.827 0.542
O 0.490 1.577 -0.256
N 0.313 3.934 -0.626
C -0.899 4.714 -0.534
C 0.530 3.556 -2.027
N 1.469 4.245 1.440
C 0.903 4.856 2.629
C 2.451 5.101 0.786
H -2.053 2.430 2.747
H -2.003 1.790 1.093
H -1.966 3.536 1.441
H 1.305 1.457 2.940
H 0.126 0.428 2.104
H -0.319 1.303 3.585
H -1.790 4.098 -0.700
H -0.909 5.515 -1.282
H -0.989 5.225 0.425
H -0.241 2.858 -2.376
H 1.507 3.086 -2.153
H 0.520 4.436 -2.680
H -0.084 5.286 2.442
H 1.538 5.665 3.007
H 0.831 4.147 3.456
H 1.975 5.982 0.343
H 2.974 4.563 -0.009
H 3.220 5.437 1.489
C 3.871 1.925 -8.104
N 3.557 2.847 -7.034
C 4.604 2.783 -6.013
P 2.962 4.437 -7.278
O 4.252 4.957 -7.940
N 2.000 4.639 -8.683
C 1.545 3.596 -9.572
C 2.270 5.848 -9.469
N 1.480 3.909 -6.470
C 1.063 2.566 -6.111
C 0.389 4.873 -6.387
H 4.143 0.941 -7.697
H 4.698 2.267 -8.737
H 3.009 1.708 -8.729
H 4.266 3.281 -5.098
H 5.527 3.269 -6.347
H 4.835 1.750 -5.738
H 2.355 3.225 -10.210
H 0.748 3.960 -10.231
H 1.101 2.758 -9.032
H 3.124 5.706 -10.142
H 2.483 6.695 -8.814
H 1.400 6.130 -10.071
H 0.882 1.940 -6.988
H 0.135 2.572 -5.528
H 1.793 2.073 -5.467
H -0.362 4.689 -7.163
H 0.758 5.895 -6.508
H -0.104 4.835 -5.410
```

Calculated values
E	-80345.9836	eV

ORCA calculation (ωB97M-V with the def2-TZVPD basis set) on a 5-piece molecular cluster, C31H68BFN3O2PS3 overall at a distorted geometry.

```
110
C31H68BFN3O2PS3, DFT ωB97M-V with the def2-TZVPD basis set
N 0.720 -4.148 -0.639
P 1.086 -4.611 -2.107
B 2.940 -5.179 -2.238
C 3.873 -4.899 -1.069
C 5.321 -4.509 -1.442
C 5.508 -3.049 -1.914
S 4.019 -2.029 -1.776
C 4.501 -0.646 -0.740
S 4.439 -0.833 0.860
N 4.901 0.569 -1.312
C 4.130 1.393 -2.080
C 4.920 2.440 -2.364
N 6.145 2.277 -1.811
C 6.122 1.154 -1.181
S 3.491 -6.031 -3.831
O 2.355 -6.291 -4.634
O 4.380 -7.092 -3.533
F 4.297 -4.906 -4.563
H -0.051 -4.711 -0.300
H 0.264 -5.658 -2.573
H 0.970 -3.570 -3.062
H 3.404 -4.222 -0.365
H 3.935 -5.865 -0.544
H 5.942 -4.705 -0.577
H 5.664 -5.166 -2.229
H 5.885 -3.040 -2.928
H 6.287 -2.594 -1.312
H 3.115 1.185 -2.333
H 4.609 3.288 -2.936
H 6.929 0.726 -0.625
C -1.384 3.737 2.026
C -1.747 2.299 1.666
C -0.741 1.270 2.178
C 0.671 1.414 1.611
C 0.777 1.350 0.090
C 0.322 0.018 -0.498
H -0.438 4.040 1.575
H -2.151 4.427 1.671
H -1.300 3.857 3.108
H -1.863 2.211 0.582
H -2.726 2.068 2.096
H -1.121 0.268 1.962
H -0.685 1.340 3.269
H 1.296 0.623 2.040
H 1.108 2.357 1.954
H 1.822 1.516 -0.188
H 0.208 2.167 -0.365
H 0.902 -0.812 -0.087
H 0.460 0.018 -1.582
H -0.734 -0.172 -0.303
C -5.515 2.768 0.365
C -6.763 2.576 1.219
C -6.506 1.773 2.492
C -6.018 0.342 2.260
C -6.942 -0.525 1.407
C -8.323 -0.733 2.024
H -5.120 1.814 0.010
H -5.745 3.376 -0.512
H -4.731 3.276 0.930
H -7.547 2.101 0.621
H -7.152 3.558 1.503
H -7.421 1.756 3.090
H -5.761 2.297 3.100
H -5.879 -0.138 3.234
H -5.027 0.364 1.795
H -6.469 -1.500 1.267
H -7.050 -0.093 0.408
H -8.241 -1.198 3.009
H -8.929 -1.386 1.395
H -8.862 0.209 2.135
C 6.527 1.207 3.828
C 7.833 1.153 3.041
C 8.298 -0.270 2.735
C 8.606 -1.129 3.962
C 9.663 -0.553 4.902
C 11.033 -0.390 4.250
H 6.624 0.742 4.810
H 6.219 2.242 3.984
H 5.731 0.698 3.283
H 8.612 1.699 3.581
H 7.693 1.681 2.094
H 9.182 -0.222 2.092
H 7.524 -0.775 2.145
H 8.935 -2.115 3.620
H 7.686 -1.301 4.528
H 9.760 -1.221 5.762
H 9.331 0.409 5.301
H 11.401 -1.347 3.876
H 11.759 -0.011 4.971
H 11.002 0.313 3.416
C -8.611 3.312 -2.851
C -8.987 1.876 -3.207
C -7.986 0.844 -2.693
C -6.572 0.978 -3.260
C -6.471 0.902 -4.783
C -6.936 -0.433 -5.357
H -7.663 3.605 -3.304
H -9.373 4.007 -3.205
H -8.524 3.433 -1.769
H -9.105 1.784 -4.290
H -9.966 1.652 -2.774
H -8.370 -0.158 -2.902
H -7.928 0.921 -1.601
H -5.951 0.187 -2.826
H -6.133 1.921 -2.923
H -5.427 1.062 -5.067
H -7.039 1.716 -5.241
H -6.357 -1.259 -4.939
H -6.810 -0.450 -6.440
H -7.991 -0.617 -5.146
```

Calculated values
E	-87001.5263	eV